{"formula": "CH10N2O2", "method": "ωB97M-V/def2-TZVPD", "smiles": "NCN.O.O", "charge": 0, "fmax_ev_per_a": 2.37, "orbital_gap_ha": 0.377, "e_tot_ev": -8273.844, "lumo_ev": 0.736, "symbols": ["N", "C", "N", "H", "H", "H", "H", "H", "H", "H", "H", "O", "H", "H", "O"], "positions_angstrom": [[0.31359, 2.04546, -1.80683], [-0.59185, 1.27124, -0.89597], [-0.49313, -0.15788, -0.98381], [0.52312, 1.34376, -2.52183], [-0.21358, 2.74303, -2.32853], [-0.47530, 1.77581, 0.05234], [-1.63826, 1.43089, -1.22081], [-0.77924, -0.50951, -1.87833], [0.38921, -0.58181, -0.70989], [-1.01339, -3.09845, -0.15791], [-1.64710, -1.71147, -0.36741], [-1.79642, -2.56708, 0.06591], [1.85894, -1.06737, 4.06248], [2.84900, -0.27052, 4.78434], [2.71441, -0.64608, 3.90624]]}

{"formula": "CH10N2O2", "method": "ωB97M-V/def2-TZVPD", "multiplicity": 2, "charge": 1, "fmax_ev_per_a": 2.87, "orbital_gap_ha": [0.352, 0.180], "e_tot_ev": -8264.929, "lumo_ev": [-3.857, -8.533], "symbols": ["N", "C", "N", "H", "H", "H", "H", "H", "H", "H", "H", "O", "H", "H", "O"], "positions_angstrom": [[2.52701, -1.71395, -0.92829], [2.02456, -0.40985, -1.12517], [0.72566, -0.40369, -0.37862], [2.82999, -2.18861, -0.07426], [2.26672, -2.40304, -1.63568], [2.64916, 0.27400, -0.55509], [1.85010, -0.08439, -2.13984], [0.00792, -0.92846, -0.89689], [0.72958, -0.91616, 0.51318], [-4.27815, 1.97923, -3.67155], [-3.45309, 0.68182, -3.20626], [-3.97140, 1.09327, -3.89720], [-1.42272, 2.41497, 6.30188], [-1.19295, 1.14331, 5.40676], [-1.29238, 1.46155, 6.28702]]}

{"formula": "CH10N2O3", "method": "ωB97M-V/def2-TZVPD", "smiles": "[H]/N=C/N.O.O.O", "charge": 0, "fmax_ev_per_a": 2.31, "orbital_gap_ha": 0.373, "e_tot_ev": -10321.705, "lumo_ev": 0.552, "symbols": ["N", "C", "N", "H", "H", "H", "H", "H", "H", "O", "H", "H", "O", "H", "H", "O"], "positions_angstrom": [[1.14264, 0.06627, 1.27239], [-0.08781, -0.52205, 1.26019], [-0.19764, -1.82399, 1.30965], [1.23173, 0.92281, 0.69507], [1.77907, -0.67888, 1.00317], [-0.85399, 0.28748, 1.13742], [-1.06710, -2.14461, 1.74480], [-0.39410, 0.37127, -2.02130], [-1.84469, 0.29231, -1.69754], [-1.15540, 0.98610, -1.79292], [0.30118, -1.74010, -0.74250], [0.18513, -2.69574, -1.93283], [0.66282, -1.92755, -1.59625], [-0.49800, 3.63962, 0.32401], [-0.56014, 2.25194, -0.18669], [-0.05333, 2.80774, 0.39428]]}

{"formula": "CH10N2O4", "method": "ωB97M-V/def2-TZVPD", "multiplicity": 2, "charge": 1, "fmax_ev_per_a": 9.41, "orbital_gap_ha": [0.433, 0.223], "e_tot_ev": -12359.922, "lumo_ev": [-3.539, -9.221], "symbols": ["N", "C", "N", "O", "H", "H", "H", "H", "H", "H", "O", "H", "H", "O", "H", "H", "O"], "positions_angstrom": [[1.43741, -0.34944, -0.79655], [1.03538, 0.66286, -1.60661], [0.52337, 1.88912, -0.99058], [1.24573, 0.78304, -2.80474], [1.27713, -0.33511, 0.19588], [1.99410, -1.13441, -1.20782], [0.04649, 2.52299, -1.73455], [-0.08941, 1.94198, -0.16025], [-1.00584, -1.15033, 2.46124], [0.08862, -1.07709, 1.42715], [-0.80815, -0.71424, 1.65767], [-1.27120, 0.73193, 1.29716], [-1.71674, 2.21236, 1.62098], [-1.52736, 1.63900, 0.88604], [-1.04994, -2.64739, 0.28461], [0.04350, -2.26203, -0.64908], [-0.22308, -2.71324, 0.11945]]}

{"formula": "CH10N3O2", "method": "ωB97M-V/def2-TZVPD", "charge": 1, "fmax_ev_per_a": 0.78, "orbital_gap_ha": 0.445, "e_tot_ev": -9759.378, "lumo_ev": -3.145, "symbols": ["N", "C", "N", "N", "H", "H", "H", "H", "H", "H", "H", "H", "O", "H", "H", "O"], "positions_angstrom": [[1.11413, -0.97008, -1.10586], [0.30758, -1.29037, -0.09838], [-0.50789, -0.38612, 0.43456], [0.22258, -2.54423, 0.34431], [1.45023, -0.02193, -1.18773], [1.73943, -1.68365, -1.46388], [-0.78698, -0.48953, 1.40192], [-0.69638, 0.52691, 0.04340], [0.70266, -3.30952, -0.10693], [-0.65207, -2.85904, 0.73713], [-1.87692, 1.92340, 3.17470], [-1.27756, 2.29377, 1.80296], [-1.46680, 1.54996, 2.38225], [0.10516, 2.88658, -1.33222], [1.37502, 2.80852, -2.14644], [0.46526, 2.48496, -2.13260]]}

{"formula": "CH10NO6", "method": "ωB97M-V/def2-TZVPD", "charge": -1, "fmax_ev_per_a": 4.28, "orbital_gap_ha": 0.313, "e_tot_ev": -14976.158, "lumo_ev": 3.637, "symbols": ["N", "C", "O", "O", "H", "H", "H", "H", "O", "H", "H", "O", "H", "H", "O", "H", "H", "O"], "positions_angstrom": [[-1.13331, -1.03998, 0.16778], [0.13762, -0.48543, 0.78075], [0.92811, 0.01868, -0.04215], [0.17494, -0.79085, 1.95563], [-0.77309, -1.41550, -0.69945], [-1.82331, -1.40761, 0.80386], [1.62939, -1.59549, -1.19421], [1.47148, -0.63645, -2.30862], [2.00896, -1.34326, -2.09707], [-1.21667, -1.29429, 2.66210], [-1.99533, -0.20322, 3.19046], [-2.09434, -1.05319, 2.84350], [2.43959, 2.81991, -0.45939], [2.96405, 3.27658, 0.89848], [2.79649, 3.53816, -0.03697], [-2.55734, 0.69606, -2.14736], [-1.14879, 0.62197, -1.81688], [-1.80844, 0.29390, -2.50046]]}

{"formula": "CH10NO6", "method": "ωB97M-V/def2-TZVPD", "charge": -1, "fmax_ev_per_a": 1.42, "orbital_gap_ha": 0.339, "e_tot_ev": -14977.555, "lumo_ev": 3.640, "symbols": ["N", "C", "O", "O", "H", "H", "H", "H", "O", "H", "H", "O", "H", "H", "O", "H", "H", "O"], "positions_angstrom": [[0.30897, 1.93954, -0.78266], [-0.78123, 1.13657, -0.33830], [-1.33613, 0.44593, -1.21820], [-1.03215, 1.21032, 0.90533], [0.55525, 1.76659, -1.74414], [0.53825, 2.80878, -0.33335], [0.64581, 0.23462, 1.38807], [1.77621, 0.44259, 0.45601], [1.57082, -0.04529, 1.26390], [-1.29249, -0.42634, 1.55197], [-0.85564, -2.02092, 1.67337], [-1.37535, -1.29189, 2.00801], [2.30537, -0.93107, -1.11570], [3.46660, -1.38234, -0.25069], [3.24421, -0.77551, -0.96255], [-1.01392, -1.20794, -1.34428], [-2.10144, -1.91497, -0.55955], [-1.30895, -2.09592, -1.07465]]}

{"formula": "CH10Na5O8", "method": "ωB97M-V/def2-TZVPD", "charge": 3, "fmax_ev_per_a": 14.49, "orbital_gap_ha": 0.234, "e_tot_ev": -39621.783, "lumo_ev": -14.346, "symbols": ["Na", "Na", "Na", "Na", "Na", "C", "O", "O", "O", "O", "H", "H", "O", "H", "H", "O", "H", "H", "O", "H", "H", "O", "H", "H"], "positions_angstrom": [[-2.44946, -0.16318, -0.49161], [-1.14113, -2.27274, -1.36899], [-1.79707, -1.45316, 1.84580], [-0.80758, 1.41075, 1.60869], [-0.17605, 0.43358, -2.38295], [-0.29949, -0.17518, -0.04976], [-0.75817, -0.43292, 1.05662], [0.30688, -1.03765, -0.68612], [-0.59891, 0.95848, -0.51994], [1.19663, -2.70600, -0.35026], [2.02570, -2.44827, -0.75332], [0.68751, -1.89642, -0.30993], [0.69023, -1.21473, 2.39448], [0.01143, -0.98943, 1.75833], [1.10956, -0.38010, 2.60374], [-2.13793, 1.87381, -1.49306], [-1.33886, 1.59061, -1.04861], [-2.69560, 2.21142, -0.79215], [2.33247, 0.28265, -0.24129], [2.25423, 0.15907, 0.70467], [1.80743, -0.42261, -0.61969], [0.43816, 2.54940, -0.13727], [-0.00671, 1.72395, -0.32950], [1.34681, 2.39865, -0.39778]]}